{"formula": "C8H17N", "method": "the ωB97M-V functional and the def2-TZVPD basis", "species": ["H", "H", "C", "C", "C", "C", "H", "H", "H", "H", "H", "H", "C", "H", "N", "H", "C", "H", "H", "C", "H", "H", "H", "H", "C", "H"], "xyz": [[0.456, -0.940, -2.465], [-1.789, -1.771, 1.213], [-2.053, -1.636, 0.165], [-1.956, 1.278, 1.409], [1.151, -0.899, 0.800], [-1.544, 0.860, 0.233], [2.084, 0.875, -1.198], [-1.413, 2.092, 1.886], [0.513, 1.626, -1.516], [0.609, 2.748, 0.686], [-3.138, -1.534, 0.110], [-2.884, 0.948, 1.883], [1.488, 2.208, 0.345], [-1.809, -2.530, -0.414], [0.520, -0.448, -0.440], [-1.644, -0.310, -1.466], [-1.378, -0.399, -0.409], [2.216, 2.934, -0.042], [0.847, -0.239, 1.610], [0.904, -1.320, -1.548], [0.576, -2.346, -1.360], [1.993, 1.745, 1.193], [2.242, -0.877, 0.708], [0.871, -1.926, 1.041], [1.148, 1.217, -0.738], [1.989, -1.355, -1.687]], "de_lowest_ev": 5.8380, "max_force_ev_per_a": 4.13, "e_lumo_ev": [0.76, 0.76]}

=====

{"formula": "C22H40BF9N3O4S", "method": "the ωB97M-V functional and the def2-TZVPD basis", "species": ["C", "S", "C", "H", "C", "H", "H", "H", "C", "C", "B", "C", "C", "C", "H", "F", "F", "H", "C", "H", "C", "N", "O", "H", "C", "F", "H", "H", "H", "F", "F", "H", "C", "H", "O", "F", "C", "H", "C", "H", "H", "H", "H", "H", "C", "H", "H", "F", "H", "N", "H", "H", "C", "H", "O", "H", "N", "O", "H", "C", "H", "H", "H", "C", "H", "F", "H", "C", "F", "C", "H", "H", "H", "H", "C", "H", "C", "H", "H", "H"], "xyz": [[6.636, 1.138, 2.964], [-0.957, 1.221, -3.782], [-2.240, 2.199, -0.728], [-1.168, 1.187, 0.867], [2.869, 2.829, 0.210], [-1.062, 3.615, 0.685], [4.725, 1.162, 3.926], [3.233, 0.145, 0.049], [-0.585, -1.962, -1.242], [0.743, 1.623, -1.239], [1.805, -1.325, -0.534], [-1.765, 3.654, -0.203], [-3.718, -2.070, -1.513], [-6.527, 1.020, -2.799], [0.033, -2.710, -1.850], [-5.347, 1.694, -2.510], [-4.966, 0.040, -0.251], [5.860, 0.059, 4.677], [-1.355, -1.213, -2.479], [6.268, 1.548, 2.019], [-5.294, -2.004, -1.628], [3.051, -0.520, -0.704], [-1.277, 4.498, -1.288], [0.295, 2.570, -1.667], [-1.394, 0.972, -0.238], [-7.726, 0.859, -0.719], [3.200, -0.151, -1.643], [2.268, -3.082, -1.302], [5.653, -2.811, 4.398], [-5.627, -2.094, -2.991], [-8.052, -0.828, -2.149], [6.511, -1.311, 1.856], [-0.116, -1.301, 1.068], [-3.395, -3.147, -1.738], [2.100, -2.751, -0.393], [-6.655, -1.342, 0.247], [0.716, -0.770, 2.309], [1.601, -0.096, 2.122], [-5.964, -0.774, -0.856], [7.457, 0.460, 2.727], [7.039, 1.955, 3.567], [-0.413, 0.755, -4.985], [0.530, -0.367, -2.969], [5.135, -2.383, 2.010], [1.277, 2.280, 0.244], [-0.303, 4.567, -1.249], [-0.009, -0.199, 2.999], [-6.383, 0.444, -4.057], [7.026, -3.236, 3.352], [1.200, -1.947, 3.126], [-3.212, -0.009, -2.189], [-2.123, 0.084, -0.186], [5.760, -1.677, 2.563], [-3.275, 2.068, -0.236], [4.905, -0.612, 2.964], [-1.128, -1.817, -3.426], [-0.207, 0.500, -1.008], [1.530, 3.745, 0.232], [0.539, -2.176, 3.874], [-2.930, -1.083, -2.480], [0.894, 1.775, 1.247], [1.668, 1.393, -1.835], [-2.470, 2.317, -1.824], [-0.405, 0.068, -2.460], [-1.229, -1.202, 1.343], [-7.514, 2.018, -2.956], [-1.240, -2.660, -0.637], [6.414, -2.410, 3.722], [-5.777, -3.209, -1.038], [-7.055, 0.044, -1.666], [-2.696, 4.211, 0.173], [-3.376, -1.865, -0.442], [3.319, 3.737, 0.709], [-3.332, -1.215, -3.546], [0.264, -0.821, -0.410], [2.124, -1.735, 3.516], [5.514, 0.436, 3.710], [0.032, -2.442, 1.075], [3.014, 2.189, 1.187], [7.059, -1.753, 4.308]], "max_force_ev_per_a": 5.57, "total_charge": 1, "e_lumo_ev": -3.49}

=====

{"formula": "C29H43Br2IIrN5O2S", "method": "the ωB97M-V functional and the def2-TZVPD basis", "species": ["C", "C", "C", "H", "C", "Ir", "C", "C", "H", "H", "H", "N", "H", "N", "C", "H", "H", "H", "H", "C", "C", "H", "H", "H", "C", "H", "C", "H", "H", "C", "C", "H", "H", "H", "H", "C", "H", "O", "C", "H", "H", "C", "H", "H", "H", "N", "H", "C", "C", "H", "N", "H", "H", "C", "Br", "H", "N", "C", "C", "H", "S", "H", "C", "C", "C", "O", "H", "C", "C", "I", "H", "H", "H", "C", "H", "Br", "H", "H", "H", "H", "H", "C", "C", "H"], "xyz": [[2.440, -2.694, 2.775], [-2.406, 2.211, 0.757], [0.941, 0.742, -4.788], [-2.869, 2.512, -2.639], [3.417, 2.953, 2.726], [-0.281, 0.156, -0.241], [2.844, 0.119, 1.184], [3.791, -2.911, 3.449], [2.322, 2.765, 0.847], [-2.923, -3.717, -4.553], [4.612, -3.513, 5.362], [-0.708, -1.564, -1.403], [4.362, -1.977, 3.444], [3.293, -1.117, 1.042], [-1.782, -4.688, -2.263], [-2.001, 0.915, -6.452], [-0.952, -5.043, -1.655], [-2.311, -2.060, -4.500], [4.186, 2.879, 5.370], [-0.907, 1.143, -3.255], [-5.183, 3.015, -1.750], [3.092, 3.992, 2.818], [-3.080, 2.782, 4.086], [0.421, 0.603, -6.859], [-3.108, 2.613, 1.980], [-4.790, 3.869, -2.313], [-0.189, -3.720, -3.988], [-3.426, -2.648, -3.243], [3.053, -2.704, 5.478], [0.446, 0.932, -3.511], [-2.436, 2.433, 3.284], [-0.483, -4.480, -4.712], [5.909, 3.156, 5.139], [-3.663, -2.831, 1.459], [-4.029, -1.308, 2.345], [2.548, -2.363, 1.292], [-1.491, 2.981, 3.295], [-5.088, 1.866, -2.575], [-2.592, -2.919, -3.890], [3.144, -4.372, 4.910], [-2.855, 1.202, -4.175], [-1.012, -2.391, -2.140], [-2.177, 1.382, 3.438], [-5.918, 3.673, 0.778], [4.620, 0.960, 0.815], [-1.362, 1.344, -1.918], [-2.054, -5.476, -2.964], [-3.082, 2.339, -0.497], [-4.930, 3.224, 0.763], [5.534, 3.319, 2.649], [3.648, 1.156, 1.019], [4.277, -1.230, 0.833], [1.890, -1.899, 3.291], [-3.486, -1.765, 1.527], [-4.022, -0.919, -0.112], [4.372, -3.635, 2.868], [-4.331, 3.099, 1.935], [-4.369, 2.841, -0.489], [4.823, 2.798, 3.298], [0.660, -4.100, -3.423], [1.172, 0.417, 1.650], [-2.641, -4.491, -1.621], [0.051, 0.747, -5.854], [-2.420, 2.052, -1.761], [3.642, -3.402, 4.881], [-1.219, 1.790, 0.873], [-6.217, 3.257, -1.504], [4.925, 3.344, 4.715], [-1.787, 1.111, -4.337], [1.776, 0.967, -1.900], [4.035, 3.142, 0.664], [-5.884, 1.332, -2.477], [1.998, 0.591, -4.960], [-1.396, -3.443, -3.078], [4.757, 4.421, 4.729], [-1.593, -1.511, 1.895], [1.833, -3.599, 2.863], [1.571, -2.282, 0.813], [5.112, 1.741, 3.296], [3.107, -3.140, 0.770], [0.111, -2.826, -4.534], [-1.306, 0.926, -5.624], [3.316, 2.574, 1.254], [2.708, 2.352, 3.306]], "de_lowest_ev": 0.1203, "max_force_ev_per_a": 0.63, "spin_multiplicity": 6, "total_charge": 3, "e_lumo_ev": [-8.80, -11.52], "s_squared": 8.787}